# 1
110
Properties=species:S:1:pos:R:3:forces:R:3 method="wB97M-V/def2-TZVPD" homo_lumo_gap_ha=0.3841 multiplicity=1 de_lowest_kj_mol=432.60 homo_energy_ev=-10.30 smiles="CCOC(C)=O.O=C1OCCO1.O=C1OCCO1.O=C1OCCO1.O=C1OCCO1.O=C1OCCO1.O=C1OCCO1.CCCC#N.CCCC#N.CCCC#N"
O -8.03533 -7.16492 4.82277 1.4 -1.8 1.6
C -7.21518 -7.70453 5.58758 -0.8 3.5 -2.2
O -7.20948 -8.90978 6.05461 -0.4 -2.4 0.0
C -8.26550 -9.86540 5.72096 -0.8 0.7 1.0
C -9.16269 -9.97372 6.98196 0.1 -0.6 -1.1
C -6.03505 -6.95820 6.16882 -0.1 0.2 0.1
H -7.81437 -10.80816 5.41144 0.3 0.2 0.2
H -8.87404 -9.47600 4.90479 0.2 0.1 -0.1
H -9.78846 -9.08193 7.01695 0.2 0.0 0.4
H -8.61369 -10.18846 7.89879 0.1 0.4 -0.1
H -9.82804 -10.82802 6.85716 -0.2 0.0 -0.1
H -5.12983 -7.56262 6.11094 -0.1 0.0 0.2
H -6.32251 -6.78199 7.20536 0.4 -0.1 0.2
H -5.83730 -5.98430 5.72103 -0.4 -0.2 -0.2
C -6.09118 -1.66964 -2.40428 0.2 0.2 -1.4
C -7.06263 -1.95142 -1.30754 -0.6 0.4 0.6
C -8.51005 -1.65831 -1.79698 0.3 -1.7 -0.3
C -8.81939 -2.65901 -2.89931 0.0 1.1 1.0
N -8.98897 -3.41931 -3.74278 0.0 0.0 0.1
H -6.54367 -0.93137 -3.06633 0.1 0.2 -0.2
H -6.00493 -2.56593 -3.01854 0.4 0.1 -0.1
H -5.11129 -1.25331 -2.17066 0.0 -0.4 0.4
H -6.86850 -1.34502 -0.42284 -0.1 0.1 0.0
H -6.99318 -2.99407 -0.99743 -0.1 0.0 0.1
H -8.64771 -0.64497 -2.17418 0.1 -0.1 0.0
H -9.17761 -1.82085 -0.95078 -0.3 0.0 -0.3
C -5.47615 5.00951 -0.55619 -0.2 0.9 0.2
C -5.22011 6.10595 0.53090 -1.2 -0.9 -1.0
C -3.77159 6.49689 0.65177 0.5 0.7 0.5
C -3.11927 7.05085 -0.56611 0.7 -0.3 -1.1
N -2.54611 7.45146 -1.49663 -1.1 -0.6 1.5
H -5.23779 3.98117 -0.28452 0.5 0.2 0.2
H -4.93108 5.32937 -1.44427 0.1 -0.4 -0.2
H -6.52846 4.96182 -0.83631 -0.1 0.3 0.1
H -5.64388 5.77084 1.47759 0.5 -0.1 0.2
H -5.81056 6.99351 0.30354 0.0 0.0 -0.3
H -3.20739 5.67852 1.09903 0.4 0.0 -0.5
H -3.68619 7.30940 1.37332 0.0 0.1 0.2
C -0.47827 -1.52291 1.65741 0.1 -0.4 0.4
C 0.78671 -1.94691 0.87549 -0.5 0.6 0.8
C 1.83044 -0.79285 0.82211 -0.4 -1.0 -0.2
C 1.22112 0.46924 0.46937 -0.7 1.1 -0.5
N 0.69527 1.45774 0.19160 0.4 -0.5 0.2
H -0.87320 -0.57531 1.29110 -0.5 -0.4 -0.5
H -0.40851 -1.32151 2.72637 1.0 0.0 0.2
H -1.16428 -2.36953 1.68404 -0.5 0.3 -0.6
H 0.47349 -2.27152 -0.11679 0.1 0.4 -0.2
H 1.22336 -2.83983 1.32286 0.2 0.2 0.1
H 2.55738 -1.03352 0.04640 0.4 0.1 0.4
H 2.26212 -0.65088 1.81287 0.4 -0.2 -0.1
C 4.69096 8.38556 -2.58523 -0.5 2.3 1.2
C 4.91830 9.79304 -1.87672 0.7 -2.2 0.4
O 5.54126 10.55562 -2.90382 0.1 -0.3 0.6
C 5.22152 9.94107 -4.06285 1.8 4.0 -2.4
O 5.48506 10.38523 -5.15100 0.1 -0.1 0.7
O 4.54446 8.89892 -3.87331 -2.5 -4.1 -1.2
H 3.74564 7.97165 -2.23433 0.3 -0.4 -0.2
H 5.54968 7.71447 -2.60335 -0.1 -0.1 0.5
H 5.60323 9.54606 -1.06557 -0.1 1.0 0.3
H 3.98006 10.26220 -1.58060 0.1 -0.1 0.2
C -1.04941 3.15763 -5.83379 -0.6 -0.8 -0.5
C 0.41022 3.28103 -5.92328 1.4 0.2 1.2
O 0.66645 3.09253 -7.31319 4.0 3.0 1.5
C -0.20069 2.33604 -7.82643 -1.5 -3.4 -3.4
O -0.04596 1.75090 -8.91172 -1.2 1.6 3.1
O -1.23804 2.24119 -6.95917 -1.6 -0.5 0.0
H -1.62611 4.07240 -5.97059 0.0 -0.1 -0.2
H -1.31661 2.67986 -4.89122 -0.4 -0.1 -0.3
H 0.87668 2.49061 -5.33527 0.1 -0.5 -0.4
H 0.86041 4.15540 -5.45326 -0.1 0.5 -0.9
C -0.38669 -3.93323 -7.11334 -1.4 -1.4 -0.2
C 0.74676 -4.69103 -7.79870 -1.3 -0.7 -0.9
O 1.84741 -3.93967 -7.43508 2.0 -0.2 -0.5
C 1.59228 -3.24437 -6.34694 3.0 2.7 2.7
O 2.46655 -2.72808 -5.62262 -3.1 -1.7 -2.3
O 0.26937 -3.11622 -6.18469 0.1 0.6 0.7
H -1.06876 -4.58609 -6.56868 0.2 -0.2 0.1
H -1.04642 -3.41761 -7.81118 0.5 0.7 0.0
H 0.60964 -4.72485 -8.87951 0.2 0.3 0.0
H 0.89521 -5.72961 -7.50305 -0.2 0.0 0.4
C 9.68863 1.26686 1.88644 0.2 -0.9 1.4
C 8.94909 1.38756 0.59696 1.4 -1.7 -1.7
O 8.37287 2.65301 0.60814 -0.6 -0.6 -1.3
C 8.50666 3.15232 1.81406 0.5 2.0 0.8
O 8.09751 4.21378 2.13268 -0.9 0.9 0.4
O 9.29200 2.42601 2.59564 0.2 -0.8 0.7
H 10.77797 1.23210 1.87156 0.0 0.2 -0.4
H 9.35361 0.36418 2.39737 0.1 0.1 0.4
H 8.25446 0.56206 0.44162 -0.5 0.4 0.2
H 9.68887 1.26160 -0.19358 -0.2 0.5 -0.5
C 3.60577 6.02355 6.59751 0.4 -1.0 1.2
C 3.00454 5.10106 5.56825 0.0 0.6 0.4
O 2.56953 6.07690 4.61617 -0.6 -2.0 -1.2
C 2.98460 7.29694 4.90920 -1.1 3.2 -2.6
O 2.74762 8.26997 4.18808 0.8 -2.4 2.1
O 3.62725 7.31099 6.06027 0.4 0.9 0.0
H 4.63360 5.66964 6.67761 0.0 0.4 1.2
H 2.96392 6.05863 7.47779 0.7 -0.1 0.4
H 2.19216 4.50182 5.97941 -0.3 0.2 -0.4
H 3.81132 4.42724 5.27987 -0.4 0.1 -1.1
C 6.32869 -8.19481 1.09158 1.2 -1.7 -0.4
C 7.44524 -8.29054 2.10854 1.0 -0.9 0.3
O 7.36184 -7.06363 2.80823 0.6 0.0 1.1
C 6.61745 -6.22617 2.14160 -1.0 5.7 -0.5
O 6.48267 -4.98639 2.36579 0.4 -5.2 -0.7
O 6.06703 -6.84187 1.06271 -1.1 1.7 0.4
H 5.52566 -8.86600 1.39607 -0.6 0.5 -0.2
H 6.69542 -8.45626 0.09898 -0.2 -0.3 0.0
H 8.43366 -8.37219 1.65637 0.0 0.2 -0.1
H 7.38147 -9.09919 2.83664 -0.3 0.0 -0.1

# 2
59
Properties=species:S:1:pos:R:3:forces:R:3 method="wB97M-V/def2-TZVPD" homo_lumo_gap_ha="0.2081 / 0.2156" multiplicity=2 de_lowest_kj_mol=71.04 s2=0.767 homo_energy_ev="-7.98 / -7.98"
Re -0.16265 0.17297 -0.17289 0.8 0.6 -0.3
N 1.41363 3.18076 -7.11275 -0.1 0.0 0.0
C 0.65410 2.51504 -6.19636 0.0 0.0 0.0
C 0.29877 1.17337 -6.40414 0.0 0.0 0.0
C -0.48790 0.50655 -5.49072 -0.1 0.1 0.0
C -0.94203 1.18189 -4.36115 0.2 0.1 0.0
C -0.58712 2.51412 -4.13064 -0.1 -0.1 -0.1
C 0.20113 3.17447 -5.04229 0.0 0.0 0.0
S -1.83036 0.34891 -3.13783 0.1 -0.2 0.1
O -2.56397 1.29610 -2.35808 -0.1 0.0 0.1
O -2.45469 -0.82640 -3.66029 -0.1 0.0 -0.1
N -0.63956 -0.19147 -2.06849 -0.1 -0.2 0.0
C 0.11558 -1.34652 -2.23333 -0.3 0.2 0.0
N 0.38000 -1.99171 -3.34347 0.1 0.0 0.0
C 1.22332 -3.01920 -3.20106 0.0 0.0 0.0
C 1.81062 -3.37092 -1.99391 0.0 0.0 0.0
C 1.47320 -2.62430 -0.87972 -0.1 0.0 0.0
N 0.59020 -1.64061 -1.00168 0.3 -0.2 0.0
H 1.81405 2.69493 -7.89254 0.0 0.0 0.0
H 1.74363 4.10789 -6.92040 0.0 0.0 0.0
H 0.64837 0.66204 -7.29269 0.0 0.0 0.0
H -0.76151 -0.52866 -5.64231 0.0 0.0 0.0
H -0.95168 3.02820 -3.25001 0.0 0.0 0.0
H 0.46878 4.21044 -4.87438 0.0 0.0 0.0
H 1.44689 -3.57436 -4.10444 0.0 0.0 0.0
H 2.50594 -4.19298 -1.92362 0.0 0.0 0.0
H 1.87879 -2.80630 0.10699 0.0 0.0 0.0
O -2.06712 6.85715 0.77858 0.2 0.0 0.1
C -1.24807 6.43011 -0.04832 -0.7 0.2 -0.4
O -0.64728 6.95812 -0.99890 0.2 -0.1 0.2
C -1.04109 4.92045 0.01450 0.3 -0.3 0.1
C -2.12584 4.05154 0.14486 0.0 0.2 0.0
C -1.92971 2.69427 0.11508 0.2 -0.1 0.1
N -0.69645 2.16334 0.00372 -0.3 0.0 -0.1
C 0.36739 2.99824 -0.11540 -0.2 -0.2 0.0
C 0.23547 4.35735 -0.11684 0.0 0.1 0.0
C 1.66838 2.30479 -0.36295 0.2 -0.1 -0.1
O 2.72557 2.85385 -0.40398 0.0 0.0 0.0
O 1.54315 0.96184 -0.57785 -0.1 0.2 0.2
H -3.11981 4.46123 0.26030 0.0 0.0 0.0
H -2.74571 1.98675 0.16656 0.0 0.0 0.0
H 1.10651 4.98322 -0.25254 0.0 0.0 0.0
F -5.30698 -3.28962 3.65775 0.0 0.0 0.0
C -4.51869 -2.62410 2.82535 0.0 0.0 -0.1
C -3.57596 -1.79775 3.27316 0.1 0.1 0.0
N -2.75116 -1.09401 2.40157 -0.1 0.0 0.2
C -1.75334 -0.13968 2.89262 -0.1 0.0 0.0
C -0.36007 -0.72665 2.68319 0.3 0.2 -0.1
O 0.03994 -1.62377 3.36955 0.0 0.0 0.0
O 0.33495 -0.17890 1.68946 -0.5 -0.5 0.1
C -2.82313 -1.29808 1.07091 0.1 0.1 -0.3
O -2.05303 -0.75388 0.26042 -0.1 -0.1 0.2
N -3.79663 -2.12560 0.61949 -0.1 -0.1 0.0
C -4.73203 -2.84210 1.39411 0.1 0.1 -0.1
O -5.56539 -3.53666 0.88541 0.0 0.0 0.0
H -3.41137 -1.63959 4.32857 0.0 0.0 0.0
H -1.91836 0.00182 3.95651 0.0 0.0 0.0
H -1.87448 0.80965 2.37471 0.0 0.0 0.0
H -3.85657 -2.24388 -0.38519 0.0 0.0 0.0

# 3
41
Properties=species:S:1:pos:R:3:forces:R:3 method="wB97M-V/def2-TZVPD" homo_lumo_gap_ha=0.3648 multiplicity=1 charge=-1 de_lowest_kj_mol=98.93 homo_energy_ev=-7.39
O -0.72211 -2.51708 -2.50583 -0.9 -1.9 0.8
H -1.01676 -1.66581 -2.19317 0.5 0.6 -0.7
O 0.26646 1.04516 -1.89329 -0.3 0.0 0.1
H 0.60346 1.83383 -1.44058 0.3 -0.1 0.1
H -0.65936 1.05087 -1.58420 -0.1 -0.1 0.0
O -0.30821 0.75305 2.24103 -0.2 -0.3 0.3
H 0.23871 -0.74024 -0.54565 0.1 -0.4 -0.6
H -0.66689 0.23926 2.97418 0.0 0.0 0.0
O -3.42870 0.18253 2.09002 0.1 0.2 0.8
H -2.72359 0.49995 1.48303 -0.8 -0.3 -0.5
H -3.81965 -0.61887 1.73914 0.2 0.0 -0.3
O 1.22598 -4.10806 -0.46677 -0.6 0.6 -0.1
H -2.81238 0.59450 -0.84637 -0.3 0.2 -1.0
H 1.17025 -3.16712 -0.22289 0.5 -0.1 0.4
O 4.45090 1.98958 -1.67847 0.2 -0.1 -0.6
H 3.78655 1.39963 -1.30386 0.0 0.1 0.4
H 4.57215 2.74248 -1.10021 -0.3 -0.1 0.3
O 0.29423 3.00669 0.28891 0.1 0.2 -0.2
H -0.43983 2.35190 0.29867 0.2 -0.1 0.1
H 0.76466 2.89008 1.11890 -0.1 -0.2 0.0
O 0.46717 -1.41957 0.11358 -0.6 0.8 -0.1
H 0.32722 -0.84009 0.87651 0.0 -0.3 0.7
H 0.44807 -4.06964 -1.03872 0.0 -0.5 -0.3
O -1.81285 1.22811 0.13174 0.4 0.4 0.8
H -2.18390 2.11242 0.24289 -0.4 -0.1 -0.1
H -1.09577 0.89473 1.64590 0.7 0.1 -0.4
O 0.94807 2.70972 4.39054 0.5 -0.1 0.5
H 0.19083 2.14325 4.23698 -0.2 0.0 -0.4
H 0.79931 3.52318 3.91286 -0.3 0.1 -0.2
O -0.84867 -4.17044 2.39120 -0.1 -0.1 0.7
H -0.95355 -4.08679 1.44942 0.1 0.1 -0.7
H -0.39860 -3.36702 2.66293 0.1 0.0 -0.1
O -3.30634 0.38123 -1.71865 0.1 -0.4 0.4
H -3.75970 1.18851 -1.96676 0.0 0.1 0.0
H -0.04656 -2.60471 -3.17211 0.3 1.3 -0.1
O 2.72495 0.00023 0.36235 1.1 0.0 -0.6
H 2.18673 0.50780 0.97020 -0.5 -0.2 0.0
H 2.20883 -0.72775 -0.03266 -0.1 0.6 0.6
O 1.42959 -0.63243 -3.94492 -0.2 0.0 -0.1
H 1.09181 0.00641 -3.29273 0.1 0.0 0.1
H 0.80747 -0.53948 -4.67314 0.1 0.0 -0.1

# 4
82
Properties=species:S:1:pos:R:3:forces:R:3 method="wB97M-V/def2-TZVPD" homo_lumo_gap_ha=0.2390 multiplicity=1 charge=-1 de_lowest_kj_mol=58.82 homo_energy_ev=-4.46
Tc -0.06213 0.12316 0.42646 0.8 1.8 0.3
C -2.76383 3.09156 0.79655 1.5 -0.7 -1.2
C -1.73157 2.77236 1.83523 -0.2 -0.7 -0.1
C -1.58774 3.58332 2.94239 -0.3 -1.0 -2.2
C -0.72243 3.22010 3.91015 0.7 0.7 3.3
C -0.05319 2.02743 3.92040 0.6 0.0 0.2
C -0.25743 1.19343 2.78964 -0.4 0.1 0.5
N -1.08714 1.56307 1.75244 0.3 1.2 0.9
N 0.26665 -0.00503 2.56344 0.0 0.0 -1.0
Si 1.08323 -1.07670 3.62735 -0.5 -1.3 0.1
C 2.90382 -0.91835 3.81675 0.6 0.0 -1.0
C 0.53592 -2.86392 3.24112 -0.1 0.9 -0.1
C 0.40663 -0.87685 5.34397 0.1 1.4 -0.2
H -2.33891 3.57971 -0.11649 -0.2 -0.7 0.6
H -3.54695 3.74127 1.06335 -0.8 0.8 1.1
H -3.17103 2.12049 0.55933 -0.4 0.0 -0.6
H -2.19226 4.42898 2.99264 -0.7 1.4 0.2
H -0.69640 3.91432 4.79323 0.4 -0.8 -0.8
H 0.63495 1.75505 4.75623 -0.7 0.2 -1.0
H 3.23641 -1.78727 4.36351 0.2 -0.4 0.4
H 3.15655 -0.03447 4.39131 0.2 0.3 0.0
H 3.45356 -0.94752 2.86156 -0.2 0.3 0.3
H 0.89407 -3.13049 2.24983 -0.5 -0.2 0.0
H -0.56439 -2.83145 3.31930 0.3 -0.1 -0.4
H 0.85515 -3.60687 3.96466 0.3 0.0 0.2
H 1.01059 -0.12177 5.89771 -0.8 -0.4 -0.1
H 0.51064 -1.83523 5.80057 0.0 -0.6 0.6
H -0.65720 -0.60857 5.22403 0.4 0.0 0.5
Se -1.71358 -3.85542 -4.97314 0.8 0.6 0.0
Sb 0.30036 -2.43108 -4.75010 -0.4 -1.2 -0.2
Se 1.18294 -2.87116 -2.25545 0.4 0.4 0.0
Se 1.14879 -0.48973 -1.83629 -0.4 -1.0 -0.4
Se -0.47430 -0.32951 -3.53270 0.0 1.0 -0.2
C -2.53149 5.91974 -5.50041 -0.2 -0.7 -0.6
C -2.32559 4.79476 -4.49960 -1.1 -2.0 -1.2
C -2.86694 3.48127 -4.62472 -1.0 1.7 -0.8
C -2.69328 2.48377 -3.69092 -0.3 -0.6 -0.4
C -3.43156 1.19235 -3.93840 -0.8 0.8 -2.2
C -1.85312 2.68841 -2.60586 0.3 0.0 0.6
C -1.21438 3.92320 -2.51853 1.6 -0.2 1.5
C -0.03649 4.24623 -1.50717 -1.8 1.1 -1.8
C -1.51657 4.92051 -3.42663 1.9 2.6 0.9
C -1.74851 1.59998 -1.54802 1.0 0.7 -0.5
O -2.70735 0.90989 -1.28900 -0.3 -0.4 0.4
O -0.56233 1.52435 -0.97837 -0.7 -0.1 0.0
H -1.58099 6.40333 -5.73686 -0.1 0.3 0.4
H -3.29183 6.62228 -5.17743 0.2 0.4 0.4
H -2.90079 5.60542 -6.49170 0.1 -0.5 0.5
H -3.62732 3.29734 -5.39832 0.6 0.1 0.1
H -4.15736 1.42625 -4.79381 0.9 -0.7 1.1
H -3.98157 0.90760 -3.08435 -0.6 -0.4 0.8
H -2.79553 0.34396 -4.22791 -0.2 0.4 0.1
H 0.87121 3.79096 -1.87242 0.3 -0.1 0.0
H -0.24138 3.93606 -0.51892 -0.1 -0.6 1.0
H 0.04830 5.35471 -1.49922 0.2 -0.7 0.0
H -0.99279 5.91766 -3.29100 -0.6 -1.2 -0.1
C -2.49551 -2.33536 -1.63552 -1.0 0.2 0.3
O -1.37349 -1.83702 -0.89823 -0.1 0.5 0.9
C -1.41705 -1.07289 0.23959 0.0 -1.3 -2.1
C -2.60996 -1.24406 1.07891 -0.8 -0.7 1.1
H -3.18738 -2.84823 -0.92552 0.4 -0.1 -0.7
H -2.07847 -3.00819 -2.42624 -0.5 0.5 0.8
H -3.08069 -1.48998 -2.10907 0.8 -0.8 0.4
H -3.46160 -1.05073 0.43783 -0.4 0.1 0.1
H -2.64269 -0.61667 1.97682 0.2 0.2 -0.5
H -2.71159 -2.28325 1.46925 0.2 0.4 -0.5
F 6.78826 -6.44922 1.80948 0.9 0.2 1.0
C 6.30241 -6.25204 0.58921 -2.8 0.0 0.8
F 7.29145 -6.15689 -0.24967 1.1 0.4 -0.9
F 5.63368 -7.40113 0.33186 0.0 -0.5 -0.6
C 5.29257 -5.11786 0.57780 0.0 1.3 -0.4
C 5.62175 -3.82610 0.12778 -0.6 -1.0 0.8
C 4.69374 -2.79507 0.16870 0.4 0.6 -0.7
C 3.36199 -3.00533 0.52574 0.2 0.0 0.5
C 3.04139 -4.29721 0.97294 0.5 -0.1 -0.3
C 3.99282 -5.31574 1.03012 -0.1 -0.2 0.1
C 2.39734 -1.92555 0.50953 0.7 -1.1 0.3
C 1.45529 -1.16283 0.56847 0.3 -0.5 0.0
H 6.62401 -3.68070 -0.18171 0.8 0.5 -0.4
H 4.98287 -1.79178 -0.16967 -0.1 -0.5 0.2
H 2.03022 -4.52978 1.22029 -0.5 -0.1 0.3
H 3.72650 -6.28924 1.44190 -0.1 0.2 -0.2

# 5
21
Properties=species:S:1:pos:R:3:forces:R:3 method="wB97M-V/def2-TZVPD" homo_lumo_gap_ha="0.2566 / 0.2595" multiplicity=1 charge=+1 de_lowest_kj_mol=273.01 homo_energy_ev="-12.63 / -12.38"
C -1.41893 1.78065 -0.11372 0.8 3.1 1.5
C 0.96343 1.20429 0.10378 -3.0 0.7 0.1
C -0.85254 -1.38398 -1.78783 -3.0 -0.9 -1.6
C -0.14138 2.07776 0.66370 -0.4 -0.6 0.8
C -0.73432 -0.14894 -0.97896 -0.1 -1.6 2.6
C -0.10074 -2.65701 1.20954 -0.6 -1.1 -1.2
N -1.69414 0.80656 -0.83096 -0.6 -1.3 -1.6
N 0.57957 0.11791 -0.55115 1.3 -1.2 -2.2
N 2.16375 1.63931 0.11639 3.4 1.0 1.3
O -0.01310 -2.23049 -1.99672 1.1 1.1 0.7
S -1.54165 -1.54415 1.05085 0.9 0.0 -1.2
H -2.02158 2.68278 -0.01843 -0.9 -0.6 -0.3
H -1.88634 -1.56640 -2.28596 1.2 0.8 1.0
H 0.06265 3.17375 0.54428 0.2 -1.0 0.1
H -0.36548 1.92200 1.78453 0.5 -0.1 -1.6
H 0.68685 -2.14381 1.73967 0.6 0.1 -0.4
H 0.16641 -3.16645 0.16871 -0.4 1.3 2.2
H -0.37810 -3.48630 1.89875 -0.2 0.4 -0.6
H 1.18946 -0.50724 -1.18559 -0.3 1.1 1.7
H 2.50090 2.43692 0.77883 -0.9 -2.1 -1.8
H 2.83527 0.99285 -0.30970 0.3 0.9 0.4

# 6
21
Properties=species:S:1:pos:R:3:forces:R:3 method="wB97M-V/def2-TZVPD" homo_lumo_gap_ha="0.2949 / 0.2949" multiplicity=1 charge=+1 de_lowest_kj_mol=0.00 homo_energy_ev="-14.12 / -14.12"
C 3.59927 -0.29181 0.40675 2.1 -2.5 -0.5
C 2.79648 -1.09082 -0.43816 -0.4 -0.1 -0.2
C 3.22712 0.97831 0.63031 0.2 4.3 3.8
C 1.59698 -0.58052 -0.89843 0.5 0.0 -0.1
C 2.00732 1.50957 0.28137 0.6 -0.5 -2.8
C 1.18503 0.72364 -0.58336 0.5 0.1 1.5
C -0.18036 1.00894 -0.57722 -2.4 -5.1 0.8
C -2.86944 -0.66083 1.02798 4.3 -0.8 1.0
C -2.35635 -0.20471 -0.37496 -3.4 1.8 3.0
O -0.98419 -0.27278 -0.51167 3.7 5.4 -0.5
Cl -0.83291 2.48133 -0.31633 -0.6 0.2 -0.2
H 4.62052 -0.62265 0.82015 -1.9 0.2 -0.8
H 3.02654 -2.11025 -0.75432 0.3 0.4 0.4
H 3.77780 1.72331 1.38023 -0.6 -2.1 -1.9
H 0.93309 -1.11745 -1.54418 0.0 -0.6 -0.1
H 1.89356 2.56786 0.33232 -0.7 0.5 0.7
H -3.89774 -0.46841 1.15838 -1.2 -0.3 0.0
H -2.44125 -1.67327 1.27440 -1.4 0.4 -0.6
H -2.30796 -0.14702 1.84716 -0.6 0.5 -0.7
H -2.88441 0.81308 -0.39977 1.4 -1.1 -1.1
H -2.76253 -0.90815 -1.02516 -0.7 -0.7 -1.7